{"formula": "C3H11NO", "method": "the ωB97M-V functional and the def2-TZVPD basis", "lumo_energy_ev": [-3.13, -9.41], "s_squared": 0.7544, "spin_multiplicity": 2, "e_above_lowest_kj_mol": 257.7, "total_charge": 1, "max_force_ha_per_bohr": 0.068, "total_energy_ev": -6816.1931, "homo_lumo_gap_ha": [0.409, 0.178], "elements": ["C", "N", "H", "H", "H", "H", "H", "H", "C", "O", "C", "H", "H", "H", "H", "H"], "coordinates": [[-1.412, 1.381, 0.063], [2.558, 0.130, -0.618], [-1.672, 2.232, -0.528], [-1.079, 1.834, 1.057], [-2.370, 0.754, 0.207], [1.737, 0.640, -0.439], [2.628, 0.117, -1.617], [3.220, 0.856, -0.289], [-0.352, -0.894, -0.274], [-0.350, 0.568, -0.363], [-0.715, -1.357, 1.174], [-1.121, -1.224, -1.038], [0.713, -1.143, -0.457], [-0.813, -2.431, 1.289], [0.171, -0.953, 1.803], [-1.640, -0.910, 1.466]]}